No. 1
Here is a structure of composition C37H45IrNPSi2 from the OMol25 dataset. Energies are from ωB97M-V/def2-TZVPD.

- <S²>: 6.02
- Total charge: +2
- Molecular weight: 783.14 g mol⁻¹
- Highest occupied orbital energy (spin up / spin down): -13.22 / -14.44 eV
- Energy: -2515.80971 hartree
- E_LUMO (spin up / spin down): -5.06 / -7.58 eV
- Energy above the lowest of the compared OMol25 structures with the same formula, charge and spin: 0.00 kcal/mol
- Frontier orbital gap (spin up / spin down): 8.161 / 6.866 eV
- 2S+1: 5

XYZ file:
```
87
Properties=species:S:1:pos:R:3:mulliken_spin:R:1
Ir 0.53787 0.54685 0.81977 2.2286
C -1.25398 -3.51114 -0.82207 -0.0019
C -1.42847 -2.10418 -0.33795 0.0693
C -1.82080 -1.08617 -1.22842 0.0518
C -1.98898 0.21031 -0.80197 0.1461
C -1.80216 0.55194 0.55565 0.0129
C -1.45622 -0.46759 1.47082 -0.0775
C -1.24700 -1.78168 0.99960 0.1036
H -2.21810 -4.02476 -0.82132 0.0067
H -0.57934 -4.07352 -0.17852 0.0004
H -0.87517 -3.53524 -1.84328 0.0012
H -2.00270 -1.33864 -2.26528 0.0048
H -2.30243 0.97770 -1.49466 0.0059
H -2.11432 1.52565 0.91331 -0.0050
H -1.52346 -0.28145 2.53597 0.0011
H -0.96572 -2.55305 1.70641 0.0311
C -1.51220 3.87172 -1.61152 0.0236
Si -0.55051 3.10742 -3.02860 -0.0305
C 0.23689 4.45429 -4.05645 0.0313
C -1.65133 2.10281 -4.14939 0.0087
C 0.81247 2.05215 -2.22153 0.5815
C 1.54973 2.75004 -1.16075 0.1022
C 2.37887 3.83093 -1.48653 0.1636
C 3.04947 4.52572 -0.50477 0.0261
C 2.88224 4.15307 0.82570 0.0011
C 2.07857 3.07790 1.09723 0.0209
N 1.43638 2.37085 0.13696 0.0897
Si 1.64162 0.48399 -2.84623 -0.0129
C 3.33415 0.94012 -3.48046 0.0291
C 1.89316 -0.60240 -1.31972 0.0750
C 0.67480 -0.42451 -4.14402 0.0131
H -2.45466 4.29558 -1.96399 0.0003
H -0.94238 4.68247 -1.15137 0.0014
H -1.74688 3.15002 -0.82588 -0.0086
H -0.55960 4.96523 -4.60368 0.0013
H 0.93593 4.05941 -4.79643 0.0002
H 0.74763 5.20934 -3.45881 0.0015
H -2.35502 2.79691 -4.61662 0.0006
H -2.24951 1.34214 -3.64684 -0.0027
H -1.09927 1.62104 -4.95572 -0.0018
H 2.48641 4.10068 -2.52679 0.0134
H 3.69197 5.35576 -0.76777 0.0010
H 3.37303 4.67711 1.63250 -0.0001
H 1.93587 2.74167 2.11483 -0.0343
H 3.94128 1.42876 -2.71552 -0.0025
H 3.26795 1.61039 -4.33981 0.0016
H 3.86627 0.04354 -3.80739 0.0035
H 2.59334 -0.11381 -0.63319 0.0087
H 2.33206 -1.57585 -1.55699 0.0090
H 0.92584 -0.87199 -0.83517 0.0144
H 0.71152 0.11074 -5.09434 0.0000
H -0.37164 -0.57860 -3.88531 -0.0047
H 1.13194 -1.40298 -4.31150 0.0004
C 0.86903 -4.56556 3.88548 0.0160
C -0.03829 -3.57650 4.24395 -0.0057
C 0.22619 -2.25106 3.94053 0.0235
C 1.40772 -1.90463 3.27598 0.0119
C 2.31253 -2.90129 2.91769 0.0281
C 2.04160 -4.22651 3.22746 -0.0080
P 1.63763 -0.17396 2.80368 0.1258
C 3.39927 0.20229 2.65847 0.0132
C 4.00987 1.12439 3.50780 0.0291
C 5.35111 1.43826 3.34004 -0.0047
C 6.08912 0.83780 2.33087 0.0152
C 5.48718 -0.08241 1.48172 -0.0140
C 4.14731 -0.39437 1.63913 0.0373
C 0.97612 0.79664 4.17075 -0.0581
C 0.11167 1.86116 3.92560 0.0568
C -0.38510 2.62091 4.97546 0.0262
C -0.01705 2.31314 6.27647 0.0029
C 0.84248 1.24978 6.53096 0.0000
C 1.33673 0.48934 5.48516 -0.0062
H 0.66569 -5.59936 4.13026 0.0007
H -0.94605 -3.83666 4.77176 -0.0002
H -0.47813 -1.48597 4.24292 0.0021
H 3.24245 -2.65573 2.42339 0.0024
H 2.75666 -4.99372 2.96293 -0.0001
H 3.44762 1.59612 4.30284 0.0009
H 5.82168 2.14838 4.00678 0.0002
H 7.13619 1.08031 2.20902 0.0005
H 6.06381 -0.55865 0.70000 -0.0002
H 3.68681 -1.11051 0.96909 0.0118
H -0.18240 2.10947 2.90696 -0.0147
H -1.05720 3.44536 4.77976 0.0007
H -0.40415 2.90030 7.09831 0.0005
H 1.12480 1.01295 7.54780 -0.0002
H 1.99984 -0.34327 5.68817 0.0017
```

=====

No. 2
Here is a structure of composition C37H45LaN6O4 at a distorted geometry from the OMol25 dataset. Energies are from ωB97M-V/def2-TZVPD.

- Total charge: 0
- Molecular weight: 776.71 g mol⁻¹
- Highest occupied orbital energy: -6.89 eV
- Energy: -2097.99873 hartree
- E_LUMO: -1.58 eV
- Energy above the lowest of the compared OMol25 structures with the same formula, charge and spin: 12.79 kcal/mol
- Frontier orbital gap: 5.309 eV

XYZ file:
```
93
Properties=species:S:1:pos:R:3:lowdin_charge:R:1
La 0.14554 -0.08346 0.33161 1.9412
O -1.92597 1.48733 3.74516 0.0312
C -1.11758 1.37294 2.80288 -0.4998
O -1.44773 1.18523 1.51334 -0.3018
C 0.42453 1.32359 2.94232 -0.6045
O 0.98656 1.05538 3.99531 0.0595
O 1.01405 1.42776 1.79835 -0.2918
N 1.52032 -1.59841 2.42275 -0.0487
C 2.43085 -2.79251 2.27458 -0.2381
C 1.88948 -3.84114 1.31894 -0.1863
C 1.81252 -3.52937 -0.18148 -0.2801
N 0.77309 -2.63696 -0.60176 -0.0968
H 2.02327 -0.79565 2.84271 0.0544
H 0.67168 -1.77586 3.03171 0.0860
H 2.67867 -3.21995 3.25698 0.1088
H 3.40013 -2.36430 1.93916 0.0998
H 0.95105 -4.22248 1.71244 0.1055
H 2.62448 -4.67831 1.38100 0.1198
H 1.72151 -4.46902 -0.72147 0.1056
H 2.79187 -3.12599 -0.50144 0.0981
H -0.09509 -2.95818 -0.18401 0.0106
H 0.72309 -2.61206 -1.63560 0.0855
C 2.95223 -1.08345 -3.35213 -0.0492
C 3.80132 -1.11262 -2.07365 -0.2143
C 4.84979 -2.00969 -1.93338 -0.0763
C 5.81188 -1.93433 -0.89203 -0.0662
C 5.51961 -1.07157 0.16904 -0.0596
C 4.38098 -0.23436 0.18319 -0.1996
C 4.20739 0.81346 1.26427 -0.0328
C 3.46285 -0.23055 -0.92732 -0.2143
N 2.38893 0.65041 -1.02887 0.0219
C 2.56250 1.97855 -1.20967 -0.2104
C 3.91277 2.54832 -1.63029 0.0242
C 1.44118 2.89372 -1.09919 -0.2432
C 1.79383 4.37598 -1.16704 0.0098
N 0.21622 2.46201 -1.04444 0.1021
C -0.85297 3.17178 -1.57080 -0.1968
C -1.73039 3.97375 -0.80201 -0.2074
C -1.42799 4.27515 0.66979 -0.0171
C -2.75951 4.62547 -1.43474 -0.0587
C -3.12609 4.41247 -2.75771 -0.0826
C -2.35294 3.56118 -3.49398 -0.0704
C -1.22414 2.93585 -2.95384 -0.1960
C -0.35854 2.02073 -3.80163 -0.0441
H 1.99634 -0.62099 -3.04949 0.0447
H 2.74189 -2.12004 -3.73638 0.0885
H 3.40300 -0.47629 -4.22178 0.1059
H 4.99889 -2.80058 -2.66466 0.1097
H 6.74518 -2.49187 -0.83041 0.1029
H 6.14936 -1.13618 1.10873 0.1351
H 4.19774 0.24635 2.17427 0.0765
H 3.34186 1.42138 1.11045 0.0397
H 5.06065 1.49272 1.41076 0.0949
H 4.46957 1.76473 -2.15850 0.1027
H 4.35732 2.95406 -0.74623 0.0932
H 3.64725 3.33290 -2.32933 0.0710
H 2.49596 4.67280 -0.41350 0.0898
H 0.95567 5.02481 -0.96687 0.0816
H 2.31726 4.67976 -2.09953 0.0967
H -1.60763 5.35055 0.87616 0.0937
H -0.40164 3.99846 0.91852 0.0664
H -2.00108 3.61565 1.31792 0.0735
H -3.32698 5.30448 -0.80534 0.1156
H -3.99347 4.87408 -3.15009 0.0932
H -2.64270 3.25413 -4.54263 0.1328
H -1.11974 1.26594 -4.19615 0.1030
H 0.45308 1.50298 -3.26883 0.0459
H 0.10453 2.55376 -4.66783 0.0896
C -1.10045 -1.96934 1.50309 -0.2081
C -2.01911 -2.32897 2.24358 -0.1715
C -3.08837 -2.44802 3.13985 -0.2333
C -3.44844 -1.32835 4.02050 -0.0043
C -4.54119 -1.50114 4.77594 -0.0931
C -5.33452 -2.69547 4.72341 -0.0917
C -5.04282 -3.73568 3.84353 -0.1201
C -3.85582 -3.66567 3.11790 -0.0619
H -2.85921 -0.42859 3.98000 0.0828
H -4.91653 -0.64142 5.26242 0.0909
H -6.25586 -2.69376 5.25180 0.0767
H -5.58762 -4.70900 3.89805 0.1059
H -3.47868 -4.38041 2.33821 0.1124
C -5.00306 -2.56261 -1.87735 -0.0192
N -4.15100 -1.42086 -1.53206 -0.1266
C -4.46958 -0.27986 -0.88362 -0.0733
C -3.31004 0.37566 -0.56964 -0.1409
N -2.23311 -0.38710 -0.92074 -0.0556
C -2.74731 -1.45191 -1.52835 -0.1526
H -5.91025 -2.53199 -1.27457 0.0880
H -4.36342 -3.43754 -1.61163 0.0939
H -5.23289 -2.63381 -3.00780 0.1120
H -5.50031 0.02186 -0.72184 0.1258
H -3.20391 1.37021 -0.09961 0.1098
H -2.15401 -2.37062 -1.73738 0.1303
```